C26H36F30Li3N7O20S10 | the ωB97M-V functional and the def2-TZVPD basis

Its charge is 0. As for the HOMO-LUMO gap: 2.08 eV. The value obtained for the energy above the lowest of the compared OMol25 structures with the same formula, charge and spin is 106.17 kcal per mole. The electronic energy comes out at -9900.10343 Eh. The value obtained for the LUMO energy is -5.0 eV.

Element x y z (Å)
Li1 -13.16935 5.56418 5.42066
Li2 -14.35767 -2.52088 12.03214
Li3 -6.97004 1.22258 7.62192
C1 -19.99897 7.53241 11.38124
C2 -20.31531 6.69992 10.19388
C3 -21.05600 5.45914 10.66937
N1 -21.75442 4.59220 9.57607
C4 -20.62527 3.82550 8.88941
C5 -22.54566 5.48084 8.61234
C6 -23.49230 4.51099 7.93262
C7 -23.86859 3.53848 9.04221
C8 -22.75602 3.60991 10.18038
H1 -19.19025 7.07827 11.95380
H2 -20.88997 7.69703 11.98715
H3 -19.70941 8.48263 10.93252
H4 -19.39126 6.46325 9.66642
H5 -20.83356 7.36186 9.50010
H6 -21.87958 5.64752 11.35808
H7 -20.45079 4.74963 11.23366
H8 -20.20764 3.12643 9.61398
H9 -19.82651 4.40140 8.42205
H10 -21.07559 3.30364 8.04503
H11 -21.90727 5.91627 7.84360
H12 -23.07510 6.19078 9.24776
H13 -23.05673 4.03402 7.05463
H14 -24.42939 4.96937 7.61662
H15 -23.81176 2.51795 8.66354
H16 -24.91084 3.67572 9.33029
H17 -22.34696 2.65323 10.50522
H18 -23.19322 4.09236 11.05457
C9 -9.01384 10.43315 16.58308
C10 -7.57880 10.34569 17.24641
C11 -6.31817 10.43387 16.28433
N2 -4.96966 10.51857 17.07418
C12 -4.70607 9.20850 17.85258
C13 -4.85257 11.84491 17.89452
C14 -3.36476 12.18125 18.11639
C15 -2.65392 11.40919 16.95174
C16 -3.71476 10.71369 16.13392
H19 -9.32121 9.51643 16.07981
H20 -9.13177 11.30641 15.94151
H21 -9.83591 10.61087 17.27642
H22 -7.40390 9.46387 17.86276
H23 -7.59927 11.18157 17.94569
H24 -6.17572 11.35382 15.71733
H25 -6.20337 9.65790 15.52749
H26 -5.42366 9.05239 18.65806
H27 -3.78916 9.26035 18.43969
H28 -4.70678 8.40858 17.11216
H29 -5.44584 11.82367 18.80868
H30 -5.26413 12.64604 17.28060
H31 -3.10903 11.86763 19.12849
H32 -3.23317 13.26166 18.05739
H33 -1.98839 10.68629 17.42353
H34 -1.93100 12.01160 16.40164
H35 -3.34417 9.79286 15.68355
H36 -4.06303 11.35430 15.32371
C17 -13.33638 1.53766 11.44345
F1 -13.08840 0.62906 12.35746
F2 -14.59112 1.81557 11.53146
F3 -12.57343 2.55321 11.80870
S1 -12.68100 0.98155 9.67342
O1 -13.41267 1.83765 8.74305
O2 -11.25253 1.31655 9.61220
N3 -13.03984 -0.69043 9.55080
S2 -12.33088 -1.05426 8.31777
O3 -12.94284 -0.57480 7.08009
O4 -10.89780 -0.92149 8.43447
C18 -12.63956 -2.96585 8.39027
F4 -12.56163 -3.51791 7.15073
F5 -11.72385 -3.53798 9.18921
F6 -13.91947 -3.14557 8.87268
C19 -19.88781 -4.25299 4.81842
F7 -20.12492 -5.23082 5.71053
F8 -19.25491 -3.23265 5.46346
F9 -19.13930 -4.74063 3.79674
S3 -21.58878 -3.57242 4.09370
O5 -22.12529 -2.62070 5.12964
O6 -21.29198 -2.92981 2.82558
N4 -22.41501 -5.12149 3.80309
S4 -23.27236 -5.51851 5.05250
O7 -23.36325 -6.98371 5.09034
O8 -22.78172 -4.98070 6.33428
C20 -25.07587 -4.72824 4.82546
F10 -24.92814 -3.39218 4.65949
F11 -25.58731 -5.31121 3.72397
F12 -25.89133 -5.07648 5.78936
C21 -16.52565 -11.74936 6.49250
F13 -17.40378 -10.99297 5.82782
F14 -15.95198 -12.57478 5.64086
F15 -15.51964 -11.06444 7.00392
S5 -17.36533 -12.82405 7.83943
O9 -18.75255 -12.50148 7.86575
O10 -17.08953 -14.20245 7.39806
N5 -16.60247 -12.24588 9.31642
S6 -15.32481 -13.11319 9.48898
O11 -15.47206 -14.00013 10.66078
O12 -14.66349 -13.69080 8.33924
C22 -14.02931 -11.82603 10.27776
F16 -14.50315 -11.11639 11.30533
F17 -12.96239 -12.55042 10.74370
F18 -13.62259 -10.97769 9.31649
C23 -12.69539 2.88535 21.03472
F19 -13.94287 3.16210 20.54925
F20 -12.75897 1.69693 21.63019
F21 -11.84039 2.78295 20.04908
S7 -12.14236 4.08142 22.46900
O13 -10.73462 3.90036 22.65599
O14 -12.55192 5.41811 21.99700
N6 -12.97015 3.43783 23.84431
S8 -13.91481 4.57219 24.24724
O15 -13.18706 5.72762 24.76062
O16 -14.98275 4.83868 23.31440
C24 -14.70340 3.82223 25.79704
F22 -13.82581 3.35038 26.70586
F23 -15.49226 4.69634 26.43083
F24 -15.51137 2.84268 25.31100
C25 -15.89502 10.22595 5.15915
F25 -16.82161 10.22400 4.15569
F26 -16.09780 11.30716 5.85983
F27 -16.04898 9.13578 5.86746
S9 -14.13843 10.19505 4.29800
O17 -14.24710 9.43712 3.05889
O18 -13.80547 11.61332 4.04361
N7 -13.24891 9.21843 5.48006
S10 -12.46244 10.33620 6.29494
O19 -11.12044 10.76655 5.75924
O20 -13.35650 11.43146 6.76280
C26 -11.95188 9.31876 7.79517
F28 -12.92106 8.49415 8.12286
F29 -10.83044 8.69486 7.47476
F30 -11.68478 10.17120 8.83737

Atomic forces in eV per Å
-0.1 0.5 -0.1
0.2 0.1 -0.5
-0.3 -0.2 0.1
0.4 0.7 0.2
-0.2 -0.8 -0.7
-1.4 -1.0 -0.5
2.3 0.6 0.3
-1.0 -0.5 -0.6
0.0 -1.0 -0.3
-0.7 0.1 0.5
0.9 -1.9 0.2
-1.8 1.4 -1.0
-0.1 0.3 0.3
0.2 0.0 0.2
0.4 0.2 0.7
0.1 -0.3 0.0
-0.7 -0.5 -0.1
0.0 0.7 -0.1
0.4 0.1 -0.2
-0.1 0.1 -0.2
-0.3 0.7 0.6
0.0 -0.4 0.2
0.3 0.4 0.6
0.2 0.2 -0.2
0.1 0.0 0.2
0.3 0.4 -0.2
-0.3 0.0 -0.1
0.4 0.1 0.7
0.3 0.2 -0.5
0.2 0.1 0.0
0.5 -0.4 0.0
0.0 0.5 -0.8
0.5 1.1 0.8
1.4 -0.5 0.4
-0.3 1.1 0.5
-0.2 0.0 -0.1
-0.8 -0.7 -0.6
0.8 -0.1 1.8
-1.0 0.5 -0.3
0.3 0.1 -0.3
0.5 -0.2 -0.4
0.5 -0.2 0.8
-0.6 -0.2 -0.2
0.6 0.2 0.0
-1.0 0.2 0.0
-0.2 -0.4 0.4
-0.5 0.1 -0.5
0.4 0.2 -0.7
0.0 0.0 0.3
0.1 -0.4 -0.1
-0.3 -0.4 -0.3
0.5 -0.1 -0.3
0.0 -0.1 0.0
-0.1 -0.3 0.0
-0.6 0.2 -0.4
-0.5 -0.2 0.3
-0.1 0.0 0.0
2.2 -0.6 -0.6
0.2 -2.2 0.8
-1.5 0.7 -0.7
-0.2 1.0 -0.7
0.5 2.2 -0.9
-0.4 -1.2 1.3
-1.7 -0.8 1.4
-2.5 4.8 5.9
2.8 -3.8 -7.3
0.7 -0.7 1.4
0.1 -0.6 -0.6
-0.3 0.9 -1.2
-0.1 0.7 1.8
-1.0 0.1 -0.3
1.3 -0.4 -0.1
-1.2 -0.1 -0.1
0.6 0.9 -0.9
-0.1 -0.9 -0.8
-0.4 0.7 1.2
-1.4 0.6 1.1
1.3 -2.5 -2.2
0.1 -1.1 0.7
1.5 3.8 -0.1
0.5 -2.1 3.8
-1.0 1.9 -0.9
-1.3 0.0 -1.5
2.5 -1.5 -1.2
-0.9 -1.1 0.3
0.0 0.9 -0.3
-0.2 0.8 1.0
0.0 -1.2 0.4
0.4 0.2 0.5
-0.2 -0.6 -1.0
-0.2 1.3 0.3
0.6 -1.5 0.4
-0.3 1.0 0.3
-0.1 2.3 1.1
-1.8 -0.8 -3.7
2.4 -2.0 4.0
0.3 1.1 -1.5
0.0 1.0 0.4
-0.7 -1.7 -0.9
0.0 0.0 -0.2
-0.8 0.9 -0.6
0.3 0.0 0.5
-1.4 0.1 2.1
1.4 0.1 0.3
-0.1 -0.6 -0.1
0.5 0.5 -0.8
-1.1 1.4 0.2
0.1 -0.8 -0.3
0.4 -2.3 0.5
2.5 -0.5 -3.6
-1.1 3.5 1.9
-0.8 -0.6 0.1
-0.3 -0.3 0.7
-0.3 -0.3 -0.9
-0.6 0.0 -0.8
0.3 0.0 -0.3
0.5 0.0 0.9
0.5 0.6 -2.5
0.6 -0.2 0.6
0.2 0.1 0.5
-0.3 -0.6 0.7
0.1 1.1 -1.5
-0.2 -0.4 1.8
-0.3 -2.8 1.3
-1.0 1.9 -2.1
2.3 3.7 0.6
-3.3 -1.4 1.2
1.7 -2.4 -0.3
0.1 2.8 -0.5
-0.1 -0.9 0.7
0.1 -0.9 0.5
-0.4 -1.2 -1.0